The following is a quantum chemistry calculation of a cluster of 2 separate species, C4H11N2O in total in a non-equilibrium geometry, from the OMol25 dataset.

Frontier orbital gap (eV): 9.95
LUMO (eV): -4.40
Calculated total energy (eV): -9347.172
Highest occupied orbital energy (eV): -14.35
Largest force on an atom (hartree/bohr): 0.055

Structure (ORCA input):
```
! RIJCOSX wB97M-V def2-TZVPD def2/J DEFGRID3
* xyz 1 1
C -0.74 2.33 0.25
C 1.57 1.80 -0.15
N 0.42 1.49 0.35
H -1.22 2.37 1.23
H -1.42 1.94 -0.49
H -0.40 3.38 -0.02
H 1.71 2.81 -0.47
H 2.37 1.09 -0.14
H 0.30 0.48 0.72
C -0.77 -1.53 1.05
N -0.76 -2.22 -0.09
C 0.28 -2.13 -1.14
O 0.10 -0.75 1.51
H -1.64 -1.80 1.69
H -1.38 -3.03 -0.17
H 0.65 -1.13 -1.08
H -0.15 -2.28 -2.10
H 1.07 -2.80 -0.96
*
```

The following is a quantum chemistry calculation of a cluster of 2 separate species, C4H11N2O in total in a non-equilibrium geometry, from the OMol25 dataset.

Frontier orbital gap (eV): 10.24
LUMO (eV): -3.32
Calculated total energy (eV): -9345.934
Highest occupied orbital energy (eV): -13.56
Largest force on an atom (hartree/bohr): 0.062

Structure (ORCA input):
```
! RIJCOSX wB97M-V def2-TZVPD def2/J DEFGRID3
* xyz 1 1
C -0.11 1.36 -2.16
C 0.69 0.75 -3.06
N 0.28 1.41 -0.78
H -1.01 1.86 -2.42
H 0.34 0.84 -4.11
H 1.67 0.40 -2.90
H 0.83 0.61 -0.53
H 0.84 2.22 -0.52
H -0.51 1.40 -0.13
O 1.39 -0.26 0.96
C 0.49 -0.56 1.76
C -0.98 -0.72 1.37
N -1.49 -2.00 1.85
H 0.70 -0.81 2.83
H -1.48 0.15 1.83
H -0.98 -0.66 0.26
H -2.50 -1.99 1.75
H -1.17 -2.80 1.31
*
```

The following is a quantum chemistry calculation of a cluster of 2 separate species, C4H11N2O in total in a non-equilibrium geometry, from the OMol25 dataset.

Frontier orbital gap (spin up / spin down) (eV): 5.56 / 10.24
LUMO (spin up / spin down) (eV): -3.61 / -5.38
Calculated total energy (eV): -9342.571
Highest occupied orbital energy (spin up / spin down) (eV): -9.17 / -15.61
Largest force on an atom (hartree/bohr): 0.144

Structure (ORCA input):
```
! RIJCOSX wB97M-V def2-TZVPD def2/J DEFGRID3
* xyz 1 3
C 0.03 0.52 -1.69
C 0.15 -1.43 1.00
C 1.66 0.59 1.61
C 0.43 0.03 1.34
N 0.42 0.95 -2.89
N -1.06 0.90 -1.04
O -0.80 0.67 1.58
H 0.90 -1.93 0.38
H 0.17 -1.97 1.93
H -0.95 -1.54 0.63
H 1.82 1.60 1.83
H 0.83 0.12 -1.23
H 2.45 -0.06 1.84
H 1.07 0.57 -3.44
H -0.25 1.65 -3.32
H -1.00 0.66 -0.03
H -1.95 1.28 -1.50
H -0.82 1.53 2.00
*
```

The following is a quantum chemistry calculation of a structure of composition C4H11N2O2 in a non-equilibrium geometry, from the OMol25 dataset.

Frontier orbital gap (eV): 6.53
LUMO (eV): 3.36
Calculated total energy (eV): -11396.468
Highest occupied orbital energy (eV): -3.17
Largest force on an atom (hartree/bohr): 0.108

Structure (ORCA input):
```
! RIJCOSX wB97M-V def2-TZVPD def2/J DEFGRID3
* xyz -1 1
C 0.42 -0.26 0.86
N 1.70 -0.72 0.32
C 2.52 0.51 -0.17
O 1.84 1.31 -1.07
C -0.82 -0.68 0.01
C -2.01 0.21 0.51
O -3.05 0.81 -0.60
N -0.40 -0.60 -1.37
H 0.26 -0.67 1.87
H 0.30 0.76 0.88
H 1.47 -1.26 -0.46
H 3.38 -0.08 -0.69
H 2.70 1.11 0.77
H -1.01 -1.71 0.38
H -2.86 -0.51 0.83
H -1.70 0.80 1.54
H -1.88 1.16 -0.26
H -1.23 -0.30 -1.88
H 0.37 0.13 -1.47
*
```

The following is a quantum chemistry calculation of a cluster of 2 separate species, C4H11N2O2 in total in a non-equilibrium geometry, from the OMol25 dataset.

Frontier orbital gap (eV): 11.50
LUMO (eV): -3.09
Calculated total energy (eV): -11395.527
Highest occupied orbital energy (eV): -14.59
Largest force on an atom (hartree/bohr): 0.034

Structure (ORCA input):
```
! RIJCOSX wB97M-V def2-TZVPD def2/J DEFGRID3
* xyz 1 1
C -0.61 -2.64 -0.44
C -0.60 -1.35 0.33
C -1.71 -0.66 0.52
N -1.67 0.70 1.08
H -1.59 -2.73 -0.89
H 0.19 -2.65 -1.18
H -0.36 -3.51 0.17
H 0.35 -0.92 0.64
H -2.69 -1.01 0.26
H -0.70 1.04 1.05
H -2.20 1.39 0.55
H -2.00 0.76 2.04
N 2.79 1.44 -0.54
C 1.54 1.85 -0.14
O 0.71 2.16 -1.19
O 1.18 1.97 1.00
H 2.83 1.00 -1.45
H 3.29 0.93 0.18
H 1.22 2.24 -2.00
*
```

The following is a quantum chemistry calculation of the ion C4H11N2O2 with charge +1 in a non-equilibrium geometry, from the OMol25 dataset.

Frontier orbital gap (eV): 10.40
LUMO (eV): -3.36
Calculated total energy (eV): -11394.471
Highest occupied orbital energy (eV): -13.76
Largest force on an atom (hartree/bohr): 0.076
SMILES: CNC(=O)[C@@H]([NH3+])CO

Structure (ORCA input):
```
! RIJCOSX wB97M-V def2-TZVPD def2/J DEFGRID3
* xyz 1 1
N -1.16 -0.49 -1.54
C -0.17 -0.19 -0.45
C 1.24 -0.39 -1.01
O 1.17 -1.22 -2.15
C -0.40 1.11 0.26
N -0.36 1.32 1.59
C -0.11 0.21 2.57
O -0.95 1.94 -0.47
H -2.13 -0.52 -1.21
H -0.90 -1.42 -1.86
H -1.09 0.19 -2.31
H -0.45 -0.96 0.29
H 1.78 0.54 -1.24
H 2.00 -0.78 -0.25
H 2.04 -1.56 -2.36
H -0.33 2.29 1.88
H -1.10 -0.19 2.66
H 0.32 0.64 3.47
H 0.58 -0.54 2.15
*
```

The following is a quantum chemistry calculation of the ion C4H11N2O2S with charge +1 in a non-equilibrium geometry, from the OMol25 dataset.

Frontier orbital gap (eV): 10.43
LUMO (eV): -4.19
Calculated total energy (eV): -22226.481
Highest occupied orbital energy (eV): -14.62
Largest force on an atom (hartree/bohr): 0.090
SMILES: C=[N+](C)S(=O)(=O)N(C)C

Structure (ORCA input):
```
! RIJCOSX wB97M-V def2-TZVPD def2/J DEFGRID3
* xyz 1 1
C 2.68 1.05 -0.20
C -1.71 -0.52 -1.03
C -1.94 -0.34 1.36
C 1.72 -1.09 -0.08
N -1.24 0.05 0.16
N 1.69 0.32 0.02
O -0.14 2.03 1.26
O -0.24 1.75 -1.25
S -0.26 1.30 0.09
H 2.48 2.12 -0.10
H 3.81 0.73 -0.26
H -0.91 -0.25 -1.69
H -1.98 -1.64 -1.08
H -2.49 0.20 -1.57
H -1.81 -1.41 1.58
H -1.76 0.47 2.17
H -3.00 -0.35 1.06
H 1.10 -1.52 0.65
H 2.71 -1.43 -0.16
H 1.29 -1.45 -0.95
*
```

The following is a quantum chemistry calculation of a structure of composition C4H11N2O3PSm in a non-equilibrium geometry, from the OMol25 dataset.

Frontier orbital gap (spin up / spin down) (eV): 8.35 / 7.24
LUMO (spin up / spin down) (eV): -12.68 / -13.79
Calculated total energy (eV): -40605.686
Highest occupied orbital energy (spin up / spin down) (eV): -21.02 / -21.03
Largest force on an atom (hartree/bohr): 0.080

Structure (ORCA input):
```
! RIJCOSX wB97M-V def2-TZVPD def2/J DEFGRID3
* xyz 3 6
C -2.42 -1.54 0.25
N -1.22 -1.10 -0.54
C -0.98 0.34 -0.31
N 0.42 0.48 0.29
C 0.33 1.81 0.98
O 0.28 2.89 0.37
O 0.25 1.77 2.39
P 1.66 0.49 -0.98
C 3.29 -0.28 -0.31
O 1.22 -0.55 -2.26
H -2.24 -1.26 1.35
H -3.34 -1.01 -0.18
H -2.50 -2.68 0.14
H -1.37 -1.20 -1.56
H -1.08 1.00 -1.23
H -1.69 0.75 0.53
H 0.50 0.85 2.66
H 3.14 -0.49 0.81
H 4.13 0.46 -0.52
H 3.54 -1.23 -0.90
H 1.21 -1.47 -1.87
Sm -3.15 1.95 0.88
*
```

The following is a quantum chemistry calculation of the ion C4H11N2S with charge -1 in a non-equilibrium geometry, from the OMol25 dataset.

Frontier orbital gap (eV): 5.96
LUMO (eV): 3.67
Calculated total energy (eV): -18140.240
Highest occupied orbital energy (eV): -2.30
Largest force on an atom (hartree/bohr): 0.080
SMILES: C[C@H](C[S-])NCN

Structure (ORCA input):
```
! RIJCOSX wB97M-V def2-TZVPD def2/J DEFGRID3
* xyz -1 1
C 0.19 1.95 -0.17
C 0.49 0.61 0.57
C 1.80 -0.01 0.22
S 3.35 0.89 0.50
N -0.61 -0.37 0.57
C -0.77 -1.34 -0.49
N -2.23 -1.92 -0.29
H -0.73 2.64 0.37
H 1.26 2.50 -0.12
H -0.22 1.59 -1.16
H 0.86 0.81 1.63
H 1.96 -1.05 0.45
H 1.90 -0.15 -0.87
H -1.35 -0.09 1.12
H -0.09 -2.20 -0.34
H -0.56 -0.91 -1.53
H -2.72 -1.46 -1.10
H -2.53 -1.47 0.67
*
```

The following is a quantum chemistry calculation of the ion C4H11N2S with charge -1 in a non-equilibrium geometry, from the OMol25 dataset.

Frontier orbital gap (eV): 6.19
LUMO (eV): 3.68
Calculated total energy (eV): -18142.310
Highest occupied orbital energy (eV): -2.51
Largest force on an atom (hartree/bohr): 0.023
SMILES: CN[C@@H](CN)C[S-]

Structure (ORCA input):
```
! RIJCOSX wB97M-V def2-TZVPD def2/J DEFGRID3
* xyz -1 1
C -1.63 2.25 0.41
N -1.75 0.79 0.27
C -0.51 -0.03 0.36
C 0.68 0.72 -0.26
S 2.30 -0.08 -0.30
C -0.92 -1.38 -0.27
N 0.01 -2.50 -0.19
H -2.63 2.66 0.49
H -1.15 2.67 -0.47
H -1.02 2.58 1.26
H -2.39 0.48 0.99
H -0.27 -0.21 1.43
H 0.37 1.07 -1.24
H 0.78 1.67 0.31
H -1.80 -1.67 0.30
H -1.12 -1.19 -1.32
H 0.95 -2.12 -0.28
H -0.02 -2.87 0.76
*
```